Here is a molecular structure, C51H67BrClNPV from OMol25. Energies are from ωB97M-V with the def2-TZVPD basis set.

Values from the calculation:
E (eV): -172997.02475
Multiplicity: 2
HOMO-LUMO gap (spin up / spin down) (eV): 7.08 / 7.84
Total charge: +1
ΔE to the lowest compared entry with this formula, charge and spin (kcal per mole): 15.64
Expectation value of S²: 0.8285
HOMO (spin up / spin down) (eV): -11.0 / -11.0

Last column: Mulliken spin population.
Cartesian coordinates (Å):
V (0.8152, -1.0297, -1.1254)  1.13
C (3.9642, -0.8664, 1.9821)  0.00
N (3.5193, -1.2387, 0.6299)  0.00
C (3.8236, -2.6553, 0.3457)  0.02
C (4.3014, -0.4171, -0.2776)  -0.01
C (3.8652, -0.5046, -1.7035)  -0.02
C (4.8328, -0.1503, -2.6434)  -0.01
C (4.6013, -0.2611, -4.0013)  0.01
C (3.3931, -0.7734, -4.4344)  -0.01
C (2.4232, -1.1194, -3.5083)  -0.01
C (2.5966, -0.9538, -2.1227)  0.00
H (4.9204, -1.3454, 2.2268)  0.00
H (3.2446, -1.1049, 2.7453)  0.00
H (4.1169, 0.1982, 2.0339)  0.00
H (4.8045, -2.9307, 0.7512)  0.00
H (3.8455, -2.8113, -0.7305)  0.00
H (3.0812, -3.3210, 0.7637)  0.00
H (5.3614, -0.7043, -0.2261)  0.00
H (4.2321, 0.6059, 0.0631)  0.00
H (5.7951, 0.2039, -2.2897)  0.00
H (5.3692, 0.0190, -4.7112)  0.00
H (3.2034, -0.9183, -5.4909)  0.00
H (1.5060, -1.5368, -3.8941)  -0.01
C (-2.6289, 5.3571, -1.8094)  0.00
C (-1.5930, 5.5331, -0.7018)  0.00
C (-2.0854, 6.5692, 0.3187)  0.00
C (-1.2141, 4.2579, 0.0240)  0.00
C (-2.1309, 3.4538, 0.6828)  0.00
C (-1.7410, 2.3655, 1.4558)  0.00
C (-2.7872, 1.7586, 2.3808)  0.00
C (-2.8309, 2.5887, 3.6756)  0.00
C (-4.2006, 1.7133, 1.7859)  0.00
C (-0.3750, 1.9845, 1.5450)  0.00
C (0.5698, 2.8999, 1.0005)  -0.01
C (0.1206, 3.9679, 0.2258)  0.00
C (2.0291, 3.0100, 1.3900)  0.00
C (2.9197, 3.5235, 0.2492)  0.00
C (2.1858, 4.0157, 2.5453)  0.00
C (-0.0550, 0.8852, 2.5752)  -0.02
C (0.2204, 1.4790, 3.8158)  0.00
C (0.4097, 0.7973, 5.0016)  0.00
C (0.2574, -0.5722, 5.0000)  0.00
C (-0.0193, -1.2004, 3.8019)  0.00
C (-0.1390, -0.5523, 2.5621)  -0.03
P (-0.2965, -1.8621, 1.2079)  0.16
C (-2.1739, -2.0288, 0.9972)  -0.02
C (-2.6253, -3.2675, 0.2118)  0.00
C (-2.5173, -0.8375, 0.1176)  -0.01
C (-2.9540, -1.9296, 2.3113)  0.00
C (0.1612, -3.6440, 1.9113)  0.00
C (1.4419, -3.7487, 2.7642)  0.00
C (-0.9309, -4.3462, 2.7350)  0.00
C (0.3833, -4.4684, 0.6309)  0.01
H (-2.8320, 6.3225, -2.2758)  0.00
H (-3.5693, 4.9704, -1.4143)  0.00
H (-2.2677, 4.6812, -2.5843)  0.00
H (-0.6817, 5.9233, -1.1628)  0.00
H (-3.0164, 6.2338, 0.7816)  0.00
H (-2.2721, 7.5271, -0.1687)  0.00
H (-1.3478, 6.7219, 1.1084)  0.00
H (-3.1826, 3.7169, 0.6465)  0.00
H (-2.4873, 0.7452, 2.6518)  0.00
H (-3.0191, 3.6383, 3.4405)  0.00
H (-1.8967, 2.5254, 4.2317)  0.00
H (-3.6344, 2.2328, 4.3241)  0.00
H (-4.6877, 2.6868, 1.8682)  0.00
H (-4.8112, 0.9977, 2.3379)  0.00
H (-4.2002, 1.4265, 0.7338)  0.00
H (0.8498, 4.6591, -0.1793)  0.00
H (2.3717, 2.0449, 1.7279)  0.00
H (2.7913, 4.5976, 0.1103)  0.00
H (2.7038, 3.0407, -0.7061)  0.00
H (3.9730, 3.3746, 0.4953)  0.00
H (1.8687, 5.0071, 2.2162)  0.00
H (3.2316, 4.0747, 2.8561)  0.00
H (1.5953, 3.7608, 3.4194)  0.00
H (0.2599, 2.5551, 3.8403)  0.00
H (0.6298, 1.3381, 5.9135)  0.00
H (0.3526, -1.1533, 5.9087)  0.00
H (-0.1657, -2.2608, 3.8353)  0.00
H (-2.6700, -4.1735, 0.8081)  0.00
H (-2.0036, -3.4493, -0.6609)  0.00
H (-3.6404, -3.0768, -0.1479)  0.00
H (-2.0848, -0.9808, -0.8705)  0.03
H (-2.1562, 0.1051, 0.5246)  0.00
H (-3.5986, -0.7714, 0.0013)  0.00
H (-2.9369, -2.8553, 2.8810)  0.00
H (-3.9991, -1.7142, 2.0705)  0.00
H (-2.5909, -1.1252, 2.9498)  0.00
H (2.1273, -2.9451, 2.6179)  0.00
H (1.2173, -3.7979, 3.8285)  0.00
H (1.9584, -4.6775, 2.5117)  0.00
H (-1.2746, -3.7743, 3.5942)  0.00
H (-0.4840, -5.2654, 3.1225)  0.00
H (-1.7953, -4.6386, 2.1491)  0.00
H (1.1176, -4.0087, -0.0202)  0.01
H (-0.5332, -4.5972, 0.0579)  0.00
H (0.7425, -5.4645, 0.9012)  0.00
Cl (-3.3704, 0.6703, -2.4690)  0.00
C (-2.1898, 0.3820, -3.7093)  -0.02
C (-2.7048, 0.1762, -4.9828)  0.01
C (-1.8575, 0.0288, -6.0650)  -0.02
C (-0.4899, 0.1416, -5.8670)  0.01
C (0.0071, 0.3442, -4.5954)  -0.03
C (-0.8086, 0.4113, -3.4573)  0.03
C (-0.1620, 0.5469, -2.1183)  -0.05
H (-3.7781, 0.1530, -5.1143)  0.00
H (-2.2658, -0.1391, -7.0528)  0.00
H (0.1894, 0.0845, -6.7084)  0.00
H (1.0707, 0.4775, -4.4635)  0.00
H (-0.8286, 0.9694, -1.3581)  -0.03
H (0.7321, 1.1754, -2.2102)  -0.04
Br (-1.0131, -6.2907, -4.8549)  0.00
C (-0.5158, -4.8169, -3.7791)  0.03
C (-1.4144, -3.7864, -3.5697)  -0.03
C (-1.0400, -2.7094, -2.7771)  0.02
C (0.2225, -2.6280, -2.1848)  -0.15
C (1.1069, -3.6882, -2.4315)  0.07
C (0.7488, -4.7746, -3.2116)  -0.02
H (-2.3988, -3.8189, -4.0178)  0.00
H (-1.7723, -1.9235, -2.6536)  0.01
H (2.1120, -3.6730, -2.0286)  0.00
H (1.4523, -5.5773, -3.3895)  0.00

***

Here is 2 unconnected molecules or ions with the total composition C2H4Br2S from OMol25. Energies are from ωB97M-V with the def2-TZVPD basis set.

Values from the calculation:
E (eV): -153055.29419
HOMO-LUMO gap (spin up / spin down) (eV): 8.39 / 7.22
ΔE to the lowest compared entry with this formula, charge and spin (kcal per mole): 69.83
HOMO (spin up / spin down) (eV): -8.3 / -7.7

Last column: Mulliken charge in e.
Cartesian coordinates (Å):
C (1.0687, -0.4568, 0.3979)  -0.55
C (-1.3372, -0.0565, -0.8248)  -0.33
S (1.2309, 0.8123, 1.4911)  -0.09
Br (-1.7386, 1.8042, -0.4483)  -0.07
Br (-2.2886, -1.3866, 0.1059)  -0.06
H (1.8041, -0.6771, -0.3201)  0.35
H (0.5474, -1.4580, 0.8318)  0.25
H (-1.2890, -0.2074, -1.9135)  0.35
H (2.0022, 1.6259, 0.6801)  0.15

***

Here is a gas-phase ion, C5H8NO2S (charge +1) from OMol25. Energies are from ωB97M-V with the def2-TZVPD basis set.

Values from the calculation:
E (eV): -21726.20159
HOMO-LUMO gap (eV): 8.56
Total charge: +1
ΔE to the lowest compared entry with this formula, charge and spin (kcal per mole): 33.95
HOMO (eV): -13.5

Last column: Mulliken charge in e.
Cartesian coordinates (Å):
C (-1.6103, 0.7029, -1.6099)  0.42
C (0.1044, 0.2422, -0.4035)  1.03
C (-0.5116, 1.4964, -1.0620)  -0.71
C (-0.8556, -0.5789, -1.2125)  -0.83
C (-0.1132, -0.1304, 1.0710)  0.27
N (0.7304, -0.8498, 1.7191)  -0.33
O (-2.6607, 0.8269, -2.1475)  -0.48
O (1.5013, 0.1370, -0.7612)  -0.60
S (-1.6560, 0.1557, 1.8195)  -0.12
H (0.3047, 1.7225, -1.9052)  0.26
H (-0.7929, 2.3734, -0.5485)  0.36
H (-1.4424, -1.3368, -0.6683)  0.33
H (-0.4633, -0.9671, -2.1190)  0.31
H (1.6787, -0.2912, -1.5473)  0.38
H (1.6429, -1.0397, 1.2847)  0.28
H (0.6881, -1.3580, 2.6040)  0.22
H (-1.4005, -0.2300, 3.1140)  0.20

***

Here is a molecular structure, C13H17IrN2O4SSe3Te from OMol25. Energies are from ωB97M-V with the def2-TZVPD basis set.

Values from the calculation:
E (eV): -241932.74471
Multiplicity: 2
HOMO-LUMO gap (spin up / spin down) (eV): 6.29 / 5.30
Total charge: -1
ΔE to the lowest compared entry with this formula, charge and spin (kcal per mole): 28.51
Expectation value of S²: 0.7676
HOMO (spin up / spin down) (eV): -5.3 / -5.3

Last column: Mulliken spin population.
Cartesian coordinates (Å):
Ir (1.8873, 0.9080, -0.4451)  0.56
Se (1.9298, 3.2623, -1.2329)  0.02
Se (-1.5820, 3.7162, -3.1010)  0.01
Te (0.6331, 2.8116, -3.3423)  0.00
Se (0.5240, 0.4367, -2.6031)  0.00
O (5.1142, -0.9274, -1.4758)  0.00
N (4.0835, -0.4751, -1.0585)  0.01
O (3.5212, 0.5272, -1.6730)  0.02
O (3.4686, -0.9060, -0.0636)  0.02
S (5.1528, 2.9463, 2.1572)  0.04
C (3.8557, 2.2125, 1.5453)  0.01
N (2.8866, 1.6774, 1.1455)  0.00
C (0.2626, -3.1060, 1.0453)  0.00
C (-0.2587, -2.8679, -0.3762)  0.00
C (0.9047, -2.8077, -1.3690)  0.01
C (-1.2002, -1.6779, -0.4419)  0.05
C (-2.4510, -1.8535, -1.0013)  -0.04
C (-3.3986, -0.8389, -0.9935)  0.07
C (-3.1380, 0.3379, -0.3074)  -0.04
C (-1.9190, 0.5677, 0.3038)  0.04
C (-1.7994, 1.7460, 1.2531)  0.00
C (-1.4061, 1.2657, 2.6559)  0.00
C (-0.8701, 2.8643, 0.7954)  0.01
C (-0.8775, -0.3945, 0.1131)  0.02
O (0.3520, -0.1515, 0.4919)  0.18
H (0.7956, -4.0582, 1.0906)  0.00
H (-0.5576, -3.1354, 1.7654)  0.00
H (0.9501, -2.3151, 1.3394)  0.00
H (-0.8691, -3.7326, -0.6543)  0.00
H (1.6252, -2.0485, -1.0760)  0.00
H (0.5551, -2.5859, -2.3778)  0.00
H (1.4231, -3.7693, -1.3904)  0.00
H (-2.6949, -2.8113, -1.4475)  0.00
H (-4.3619, -0.9897, -1.4643)  0.00
H (-3.9125, 1.0909, -0.2214)  0.00
H (-2.8077, 2.1664, 1.3120)  0.00
H (-0.4097, 0.8245, 2.6437)  0.00
H (-2.1104, 0.5187, 3.0287)  0.00
H (-1.3971, 2.1090, 3.3495)  0.00
H (0.1657, 2.5359, 0.7959)  0.00
H (-0.9400, 3.7080, 1.4871)  0.00
H (-1.1297, 3.2189, -0.2021)  0.00